1.
C3H2I2O2 as an isolated structure. Source: the Open Molecules 2025 dataset; level of theory: ωB97M-V/def2-TZVPD.

Output
**Gap between HOMO and LUMO**: 8.94 eV
**Highest occupied orbital energy**: -9.25 eV
**E**: -23438.944 eV
**ΔE to the lowest compared entry with this formula, charge and spin**: 29.4 kJ/mol

Element x y z (Å)
H 0.407 0.740 0.131
C -0.211 -0.020 -0.469
O -4.489 -0.708 1.602
I -2.498 -1.750 -1.276
I -2.506 1.922 -0.813
C -1.483 0.070 -0.755
H 0.193 -0.939 -0.871
C -3.885 -0.047 2.325
O -3.194 0.504 3.061

***

2.
C19H37N4OPdSSi as an isolated structure. Source: the Open Molecules 2025 dataset; level of theory: ωB97M-V/def2-TZVPD.

Output
**Gap between HOMO and LUMO (spin up / spin down)**: 9.83 / 6.72 eV
**Spin multiplicity**: 5
**Total charge**: +3
**Highest occupied orbital energy (spin up / spin down)**: -18.28 / -19.10 eV
**E**: -50476.718 eV
**ΔE to the lowest compared entry with this formula, charge and spin**: 40.8 kJ/mol

Element x y z (Å)
N -1.183 1.269 -0.972
C 1.751 0.436 -2.214
H -2.825 -0.985 3.502
H 1.173 1.273 -2.614
H 0.299 -1.819 4.150
C -2.420 0.129 -2.739
H 2.379 0.583 1.946
C 0.618 -3.228 -0.493
H -2.558 3.494 -3.031
H 3.287 0.766 -3.708
N 1.521 0.174 2.304
H -0.407 2.579 3.796
H 1.387 -2.450 -0.518
H 1.057 -4.099 -0.986
C 1.013 0.998 3.431
C 3.799 1.505 -1.712
H -1.779 -2.797 -3.695
H 1.845 1.472 3.956
H -1.344 -0.401 4.231
H -0.162 -2.073 -3.656
N -1.007 1.525 2.052
C -1.486 2.446 -1.473
C -2.775 1.368 -3.249
N -1.106 -0.932 -0.955
H -0.365 -3.803 -3.456
C -1.602 0.108 -1.584
H 2.541 -1.289 3.472
H -3.404 1.439 -4.127
H -1.804 4.215 -0.327
H -1.353 2.285 1.476
H -2.748 -0.795 -3.193
Pd 0.057 0.218 0.587
H 2.242 -1.709 1.786
H -0.185 3.487 -0.120
Si -0.960 -2.751 -1.361
C 1.804 -1.234 2.665
H -3.391 -3.183 -1.177
C -2.309 2.518 -2.636
H 3.660 0.467 0.192
H -2.601 -3.453 0.384
C -1.890 -0.466 3.294
S -0.950 -1.534 2.149
H -0.601 4.383 -1.584
H 3.662 -0.501 -2.538
C -2.189 0.887 2.680
H 2.891 2.089 0.200
C 0.545 -1.976 3.101
C -0.803 -2.832 -3.206
H 4.878 1.406 -1.622
H 0.685 -3.048 2.968
C -2.483 -3.549 -0.694
C -0.985 3.694 -0.830
C 3.102 1.199 -0.397
H -2.603 1.552 3.444
O 1.813 0.581 -0.756
C 0.051 2.067 2.945
H -2.938 0.785 1.894
H 0.432 -3.521 0.542
C 3.194 0.476 -2.664
H 3.580 2.521 -2.041
H 1.240 -0.504 -2.420
H 0.590 2.821 2.367
H -2.420 -4.619 -0.916
H 0.538 0.338 4.151

***

3.
A 2-piece molecular cluster, C4H15N2O overall. Source: the Open Molecules 2025 dataset; level of theory: ωB97M-V/def2-TZVPD.

Output
**Gap between HOMO and LUMO (spin up / spin down)**: 3.63 / 9.41 eV
**Spin multiplicity**: 2
**Highest occupied orbital energy (spin up / spin down)**: -3.18 / -9.03 eV
**E**: -9415.362 eV
**ΔE to the lowest compared entry with this formula, charge and spin**: 176.0 kJ/mol

Element x y z (Å)
N 0.771 0.203 -0.838
H 0.033 -1.388 -1.955
C -0.785 0.686 0.962
H 2.759 -0.175 -1.528
H 1.156 -0.074 1.269
H 1.794 0.997 -2.497
H -1.199 1.492 -0.919
H 1.119 1.605 0.622
H -1.230 -0.294 0.865
H -0.204 -1.624 -0.307
H -0.921 1.004 1.989
C 0.684 0.618 0.561
H -1.458 2.623 0.302
O -1.535 -2.198 1.785
H -0.969 -2.954 1.964
H -2.433 -2.468 2.005
C 0.535 -1.225 -0.994
N -1.509 1.609 0.033
H -2.530 1.331 0.031
C 2.001 0.622 -1.491
H 1.445 -1.813 -0.943
H 2.476 1.423 -0.919

***

4.
An isolated molecule of C20H22BrN3OS. Source: the Open Molecules 2025 dataset; level of theory: ωB97M-V/def2-TZVPD.

Output
**SMILES**: CC1(C)[C@@H]2CC[C@@]1(C)/C(=N/NC1=NC(=O)/C(=C\c3cccc(Br)c3)S1)C2
**Gap between HOMO and LUMO**: 8.57 eV
**Highest occupied orbital energy**: -8.71 eV
**E**: -108489.211 eV
**ΔE to the lowest compared entry with this formula, charge and spin**: 236.6 kJ/mol

Element x y z (Å)
H 2.536 1.268 -6.138
N 1.320 0.271 -1.201
H -1.239 0.796 2.989
H -4.302 -3.003 3.587
H -4.476 -0.642 3.163
C -0.050 -2.161 2.836
C 1.782 2.737 -3.943
H 4.095 3.859 -3.087
C 2.030 1.125 -2.050
C -1.763 -1.061 1.323
C 1.363 2.084 -2.833
C -2.267 -1.058 3.526
C 3.341 1.845 -5.742
H -3.799 -0.814 0.611
C -3.925 -2.643 2.598
C -3.675 -1.167 2.756
C 4.627 1.728 -6.258
S -0.305 2.135 -2.441
H -2.491 1.014 4.134
C -2.461 -3.143 2.313
C 3.159 2.591 -4.508
C 4.274 3.282 -3.976
C -3.185 -0.516 1.397
Br 4.833 0.600 -7.763
H 6.720 2.160 -6.141
H -3.060 -1.310 5.557
N -1.077 0.162 -0.728
C 5.708 2.293 -5.674
H -2.123 -3.941 3.030
H 0.997 3.240 -4.465
H -2.378 -2.807 4.909
H -4.786 -2.926 1.867
C -1.514 -1.951 2.462
H -1.937 0.684 -0.803
C -1.652 0.379 3.841
H 0.551 -2.578 2.002
H -3.132 0.578 1.451
O 3.238 1.144 -1.967
C -2.244 -1.739 4.938
N -0.891 -0.775 0.381
H 0.043 -2.934 3.600
C 5.541 3.090 -4.519
H 6.390 3.497 -4.061
C 0.057 0.679 -1.444
H -2.356 -3.744 1.396
H 0.550 -1.192 3.144
H -1.318 -1.505 5.477
H -0.750 0.367 4.451

***

5.
An isolated molecule of C16H20N4OS. Source: the Open Molecules 2025 dataset; level of theory: ωB97M-V/def2-TZVPD.

Output
**SMILES**: CC/N=C1\NN=C(c2cc(C)n(Cc3ccco3)c2C)CS1
**Gap between HOMO and LUMO**: 8.23 eV
**Highest occupied orbital energy**: -7.52 eV
**E**: -35758.262 eV
**ΔE to the lowest compared entry with this formula, charge and spin**: 263.7 kJ/mol

Element x y z (Å)
C -2.985 -2.584 -1.601
H 5.803 3.180 2.862
H -5.334 2.582 -1.839
O -5.641 0.110 0.259
C -0.036 -0.677 -0.387
N 5.287 0.789 0.520
C 2.338 -0.968 -1.230
H 5.070 2.900 0.497
H -3.312 -0.548 1.824
H 6.046 1.432 3.003
H -1.232 0.069 2.595
C -5.204 1.758 -1.168
H 6.695 2.231 0.752
H -7.238 1.215 -0.449
C 5.463 2.207 2.515
H -3.000 1.392 -1.155
C -0.619 -1.591 -1.310
H 4.420 2.078 2.800
C -6.174 1.094 -0.488
S 3.863 -1.236 -0.246
H 1.993 -1.956 -1.519
C -1.927 -1.757 -0.962
N -2.169 -0.997 0.155
C -0.991 0.596 1.670
C -4.306 0.141 0.062
H 3.061 2.088 0.823
H -0.137 -2.051 -2.149
H 0.012 1.003 1.743
C -3.981 1.137 -0.809
H -3.845 -1.973 -1.876
H -3.328 -3.375 -0.932
C 4.103 0.443 0.248
N 1.670 0.805 0.290
H -3.968 -1.826 0.792
N 2.967 1.218 0.314
H -1.696 1.418 1.548
C 1.333 -0.222 -0.399
H 2.615 -0.394 -2.117
C -3.453 -0.860 0.784
H -2.587 -3.047 -2.499
C -1.039 -0.320 0.503
C 5.637 2.100 0.999

***

6.
C6H8HgNaO6 as an isolated structure. Source: the Open Molecules 2025 dataset; level of theory: ωB97M-V/def2-TZVPD.

Output
**Gap between HOMO and LUMO (spin up / spin down)**: 5.86 / 7.37 eV
**Spin multiplicity**: 2
**Highest occupied orbital energy (spin up / spin down)**: -6.38 / -7.97 eV
**E**: -27224.412 eV
**ΔE to the lowest compared entry with this formula, charge and spin**: 249.8 kJ/mol

Element x y z (Å)
H -3.675 0.332 -1.848
C 1.582 0.073 -0.039
O -0.947 -1.446 -1.098
Na -1.216 1.541 0.490
Hg -0.094 0.416 -2.499
H 2.403 2.100 2.107
C 1.914 1.123 2.018
H -2.788 -1.105 -0.169
H 3.904 0.208 1.986
H -2.814 -2.102 -1.663
O 1.616 0.323 -1.262
O -1.739 1.071 -1.589
C -0.292 -1.085 0.062
O 1.194 1.139 0.782
H 1.274 1.006 2.902
C -2.369 -1.225 -1.177
C -2.605 0.066 -1.977
C 2.850 -0.073 1.878
O -0.952 -0.759 1.042
O 2.659 -0.533 0.541
H -2.493 -0.189 -3.057
H 2.587 -0.882 2.569

***

The lowest E belongs to which entry? C20H22BrN3OS

***

Which value of E does entry 6 give? -27224.412 eV

***

What is the E in the fifth record? -35758.262 eV

***

Look up the E of the fourth one. -108489.211 eV